Record 1
Formula: C27H31FeN6O9S3
Source: the Open Molecules 2025 dataset
Level of theory: ωB97M-V/def2-TZVPD

```
! wB97M-V def2-TZVPD RIJCOSX def2/J DEFGRID3
* xyz 0 2
Fe -0.04582 -0.22669 -1.03827
O -0.93659 -2.88631 -6.31896
C -0.69074 -2.22386 -5.17062
C -0.76611 -0.83581 -5.07565
C -0.49930 -0.25470 -3.85539
N -0.16837 -0.98942 -2.80835
C -0.08559 -2.31280 -2.88279
C -0.34065 -2.98474 -4.05264
C 0.34076 -2.91415 -1.56747
O 0.45122 -4.10652 -1.39366
O 0.57836 -1.99125 -0.67468
C -0.47682 1.22488 -3.53353
O -0.67462 2.05076 -4.41383
O -0.20940 1.44187 -2.30150
H -1.17689 -2.26332 -7.01374
H -1.01660 -0.19964 -5.91551
H -0.26608 -4.06160 -4.09668
C 0.09710 1.33984 7.55737
C -0.93032 1.08486 6.48921
C -1.62955 2.13478 5.90088
C -2.57925 1.90030 4.91974
C -2.82473 0.59701 4.51436
C -2.14341 -0.46656 5.08790
C -1.20341 -0.21601 6.07272
S -4.03471 0.26015 3.27356
O -5.34264 0.67002 3.70167
O -3.86908 -1.11737 2.87405
N -3.54720 1.31610 2.11981
C -4.34391 1.36779 0.88588
C -3.95492 0.29441 -0.12576
C -2.47938 0.37822 -0.44207
O -1.83978 1.41017 -0.22992
O -1.91691 -0.68269 -0.91809
H 0.23019 2.40631 7.73222
H 1.06349 0.91789 7.27729
H -0.20103 0.87696 8.49958
H -1.42813 3.15155 6.21538
H -3.12209 2.71766 4.46515
H -2.35251 -1.47355 4.75336
H -0.66838 -1.04383 6.52354
H -2.54884 1.22266 1.93457
H -4.18226 2.35306 0.45188
H -5.39538 1.28793 1.15950
H -4.51210 0.45095 -1.05337
H -4.18038 -0.70922 0.23366
N 1.62343 2.66422 -0.59336
C 2.27107 1.88125 -1.46312
S 2.35268 0.19772 -1.14273
N 2.81800 2.47163 -2.52946
C 3.45661 1.86123 -3.65284
C 4.47783 0.93123 -3.51026
C 5.06279 0.38750 -4.64390
C 4.65657 0.78439 -5.90945
C 3.66048 1.74067 -6.04096
C 3.05757 2.28055 -4.91579
H 1.07407 2.16853 0.09598
H 1.22220 3.53135 -0.92083
H 2.52184 3.42367 -2.69901
H 4.81309 0.63754 -2.52905
H 5.85180 -0.34445 -4.53167
H 5.12272 0.35797 -6.78789
H 3.33993 2.06586 -7.02205
H 2.24370 2.98711 -5.01564
C -0.95315 -2.68825 2.13274
N 0.46456 -2.35950 2.21805
C 0.99308 -1.21361 1.81122
S 0.03825 0.17223 1.40597
N 2.31880 -1.12537 1.70854
C 3.20293 -2.27355 1.72432
H -1.16913 -3.47534 2.85244
H -1.20214 -3.02885 1.12741
H -1.55432 -1.81964 2.36841
H 1.08678 -3.15310 2.24327
H 2.63922 -0.27192 1.27726
H 3.21378 -2.74765 2.70817
H 4.21196 -1.93488 1.50723
H 2.90572 -3.00464 0.96623
*
```

Results
**Lowest unoccupied orbital energy (spin up / spin down)**: -0.3 / 0.0 eV


Record 2
Formula: C27H31IO5
Source: the Open Molecules 2025 dataset
Level of theory: ωB97M-V/def2-TZVPD

```
! wB97M-V def2-TZVPD RIJCOSX def2/J DEFGRID3
* xyz 0 1
C 4.30619 -4.03631 1.41866
O 3.17925 -3.58973 0.68534
C 2.46403 -4.67375 0.11175
C 1.11680 -4.15420 -0.24399
C -0.03514 -4.56955 0.26946
C -1.33798 -4.01916 -0.16209
O -2.32326 -4.69762 -0.07719
C -1.31201 -2.62733 -0.69948
C -0.10520 -2.20018 -1.25766
C 0.02057 -0.93454 -1.79394
C -1.04911 -0.04284 -1.76247
C -0.74609 1.33928 -2.32255
O 0.57544 1.72509 -1.98978
C 0.82940 2.07500 -0.68813
C -0.15585 2.39341 0.23984
C 0.16508 2.76017 1.54793
C -0.91673 3.11214 2.52418
C 1.50485 2.79801 1.92395
C 2.48737 2.46849 0.99285
C 2.18140 2.09851 -0.31547
C 3.26473 1.67860 -1.29775
C 3.65571 0.22416 -1.01148
C 4.49980 2.56951 -1.25123
C -2.29536 -0.43538 -1.23883
C -3.45602 0.53793 -1.28024
C -3.70353 1.31243 0.03498
C -5.15658 1.28552 0.53971
C -5.25050 1.36430 2.06845
O -5.23193 2.69417 2.55235
C -2.39406 -1.73739 -0.70672
I -4.22584 -2.31365 0.17878
C 1.07929 -3.10247 -1.28306
O 1.94680 -2.97552 -2.10292
H 4.99698 -4.58696 0.77953
H 3.98109 -4.67656 2.24038
H 4.79849 -3.15873 1.81548
H 2.97030 -4.97054 -0.81110
H 2.41012 -5.52104 0.79422
H -0.06649 -5.37497 0.98654
H 0.96685 -0.63386 -2.21027
H -1.47521 2.09252 -2.05234
H -0.75083 1.27380 -3.40835
H -1.19905 2.36224 -0.02822
H -0.74098 2.63933 3.48649
H -1.89364 2.80044 2.16548
H -0.95346 4.18427 2.70551
H 1.77685 3.08317 2.92762
H 3.51128 2.49056 1.32998
H 2.83539 1.75799 -2.29047
H 2.76615 -0.39004 -0.90467
H 4.30870 -0.17292 -1.78197
H 4.19225 0.19942 -0.06451
H 5.24303 2.16085 -1.93489
H 4.95747 2.58668 -0.26875
H 4.27529 3.57518 -1.59300
H -3.26060 1.23436 -2.08401
H -4.35763 0.00200 -1.56285
H -3.00721 1.01282 0.81472
H -3.49100 2.36230 -0.17380
H -5.67838 0.40741 0.17940
H -5.69225 2.15641 0.16505
H -4.42983 0.78132 2.49483
H -6.17590 0.90506 2.39953
H -4.39927 3.09035 2.28113
*
```

Results
**Lowest unoccupied orbital energy**: -1.0 eV
**SMILES**: COCC1=CC(=O)c2c(cc(COc3cc(C)ccc3C(C)C)c(CCCCO)c2I)C1=O


Record 3
Formula: C27H31N3O5
Source: the Open Molecules 2025 dataset
Level of theory: ωB97M-V/def2-TZVPD

```
! wB97M-V def2-TZVPD RIJCOSX def2/J DEFGRID3
* xyz 0 1
C -1.64943 2.99280 1.37534
C -2.21562 1.58811 1.34437
C -1.80863 0.57828 2.37346
C -3.07107 0.38453 3.14577
C -3.04684 0.48640 4.65147
O -4.14031 0.05503 2.59397
O -3.01079 1.31219 0.41935
H -1.20106 3.28194 2.33533
H -0.89585 3.05214 0.57350
H -2.41194 3.74643 1.11583
H -0.86322 0.70769 2.91281
H -2.30177 1.19901 5.02867
H -4.02809 0.78647 5.04685
H -2.85027 -0.52328 5.03544
C 4.41554 -0.05397 -2.43802
N 3.07356 0.26157 -2.01692
C 2.42827 1.35749 -2.52213
O 2.87148 2.17534 -3.32403
C 1.04729 1.39897 -1.88976
C -0.11206 1.30181 -2.90825
C -0.11537 2.47954 -3.85390
C 0.07615 2.28195 -5.22337
C 0.20914 3.38024 -6.07469
C 0.10038 4.68150 -5.56553
C -0.16201 4.87214 -4.20347
C -0.28548 3.77166 -3.34988
N 1.07426 0.25673 -0.98050
C 0.00548 -0.03495 -0.22024
C -0.03878 -0.99094 0.76689
C -1.19716 -1.28451 1.54270
C -1.10914 -2.45745 2.44724
C -2.29654 -2.80078 3.13730
C -2.38914 -3.92519 3.93534
C -1.26458 -4.76359 4.06990
N -1.27665 -5.93613 4.88181
O -0.23618 -6.64130 4.86685
O -2.28005 -6.24488 5.55899
C -0.07173 -4.47951 3.38394
C 0.03017 -3.31658 2.63584
C 2.32968 -0.50919 -1.01741
C 2.12000 -1.94337 -1.53036
C 3.13191 -0.52100 0.29830
H 4.75340 0.68035 -3.17943
H 5.09707 -0.04124 -1.57706
H 4.44478 -1.05505 -2.88725
H 0.91800 2.32392 -1.29985
H 0.00805 0.35670 -3.47029
H -1.07957 1.25837 -2.37220
H 0.16861 1.26016 -5.60221
H 0.40605 3.21975 -7.13674
H 0.21400 5.54263 -6.23211
H -0.26352 5.88181 -3.80064
H -0.48014 3.90981 -2.28326
H -0.88488 0.57085 -0.41875
H 0.84365 -1.63099 0.87811
H -2.23059 -1.12693 1.04614
H -3.17494 -2.17148 2.99015
H -3.31100 -4.17467 4.45366
H 0.74317 -5.19023 3.48475
H 1.00396 -3.11985 2.16689
H 1.74312 -1.91453 -2.56358
H 3.07143 -2.49271 -1.50867
H 1.39738 -2.46806 -0.90256
H 3.48202 0.49180 0.53982
H 2.53822 -0.89930 1.12961
H 4.00816 -1.17443 0.18664
*
```

Results
**Lowest unoccupied orbital energy**: -1.5 eV


Record 4
Formula: C27H31N6O4Tc
Source: the Open Molecules 2025 dataset
Level of theory: ωB97M-V/def2-TZVPD

```
! wB97M-V def2-TZVPD RIJCOSX def2/J DEFGRID3
* xyz 1 2
Tc 0.58090 -0.47100 0.41132
O 1.54603 0.34522 -1.05428
C 1.60124 1.64224 -1.34554
C 2.47527 2.01917 -2.37431
C 2.56531 3.33438 -2.77180
C 1.78593 4.32382 -2.16590
C 0.92548 3.96989 -1.15613
C 0.81879 2.63720 -0.71631
C -0.14003 2.37977 0.32044
N -0.32657 1.25757 0.92480
C -1.36420 1.15820 1.96708
C -1.72100 -0.31517 2.17124
N -0.45241 -1.04745 2.15060
C -0.00992 -1.63792 3.19057
C 1.36924 -2.05040 3.32750
C 1.73970 -2.92762 4.35385
C 3.06577 -3.21066 4.59690
C 4.04728 -2.57554 3.83695
C 3.71028 -1.68713 2.83421
C 2.36698 -1.43083 2.55692
O 2.07751 -0.56300 1.57514
H 3.06442 1.24522 -2.84608
H 3.24629 3.60178 -3.56942
H 1.86170 5.35286 -2.48702
H 0.30624 4.72159 -0.68146
H -0.75001 3.22869 0.62599
H -0.96131 1.57760 2.89266
H -2.24596 1.72733 1.66925
H -2.24657 -0.46155 3.11655
H -2.33719 -0.66850 1.34696
H -0.67001 -1.76776 4.04959
H 0.96245 -3.38041 4.95743
H 3.34446 -3.89938 5.38126
H 5.09216 -2.77204 4.03801
H 4.46704 -1.17556 2.25518
O -2.03794 -2.91975 -1.32003
C -1.02686 -2.40518 -0.94840
O -0.96125 -1.15213 -0.47048
C 0.32041 -3.06335 -0.98337
C 0.54738 -4.27345 -1.60533
C 1.84823 -4.75548 -1.62865
C 2.85547 -4.00980 -1.03763
C 2.53919 -2.80636 -0.42674
N 1.28812 -2.35507 -0.39408
H -0.28355 -4.79710 -2.05575
H 2.07398 -5.69680 -2.11083
H 3.88155 -4.34775 -1.04850
H 3.28740 -2.18559 0.04505
C -3.79039 3.29794 -0.76933
N -3.40102 3.46565 -2.15564
C -4.55876 3.63767 -3.03141
C -2.39710 2.60869 -2.60016
N -1.96260 1.67791 -1.82792
N -1.95540 2.85586 -3.88753
C -1.76041 4.22051 -4.35180
C -1.06014 1.89672 -4.49483
H -4.54125 4.05024 -0.53093
H -2.93354 3.45369 -0.11567
H -4.20162 2.30317 -0.56663
H -5.23650 2.77821 -2.96670
H -4.25255 3.75067 -4.06582
H -5.10354 4.53282 -2.73296
H -1.16188 1.21964 -2.25372
H -2.27795 4.91672 -3.69938
H -2.13786 4.33910 -5.36948
H -0.69403 4.47421 -4.35006
H -0.03089 1.98211 -4.11732
H -1.04029 2.06827 -5.57059
H -1.41941 0.88206 -4.32612
*
```

Results
**Lowest unoccupied orbital energy (spin up / spin down)**: -4.0 / -4.0 eV


Record 5
Formula: C27H31NO4P2RuS
Source: the Open Molecules 2025 dataset
Level of theory: ωB97M-V/def2-TZVPD

```
! wB97M-V def2-TZVPD RIJCOSX def2/J DEFGRID3
* xyz 2 5
C 3.65439 -2.56936 -0.00437
C 2.37092 -2.51656 -0.57649
C 1.31161 -3.18143 0.04401
C 1.61361 -4.25172 1.00094
C 2.91273 -4.35023 1.52772
C 3.90993 -3.45647 1.06320
C 0.48663 -5.23036 0.85401
C -0.78310 -4.56189 1.29243
C -0.98833 -3.48737 0.31949
C -2.29056 -3.11323 -0.00191
C -3.35238 -3.48144 0.84115
C -3.11367 -4.36013 1.91741
C -1.85039 -4.96371 2.11255
H 4.45619 -1.93416 -0.41063
H 3.15988 -5.10255 2.29785
H 4.93974 -3.49970 1.46544
H 0.63036 -6.25548 0.88864
H -4.36072 -3.08087 0.65665
H -3.97049 -4.64199 2.55329
H -1.70481 -5.72126 2.90426
N 0.02025 -2.71412 -0.33444
Ru -0.31594 -0.07277 -0.18169
C 1.99587 -1.79209 -1.85984
H 1.16700 -2.33920 -2.33748
H 2.82788 -1.70623 -2.56975
C -2.41841 -2.30648 -1.27701
H -1.57902 -2.54843 -1.94527
H -3.36464 -2.44093 -1.80996
P 1.29945 -0.13324 -1.52439
P -2.21014 -0.51660 -0.95569
C -3.56414 -0.10953 0.19493
H -3.85071 0.94345 0.07244
H -4.42269 -0.76715 0.01072
H -3.21031 -0.25795 1.22258
C -2.65167 0.33532 -2.48793
H -3.49846 -0.18165 -2.95405
H -2.92362 1.37417 -2.25455
H -1.79489 0.33499 -3.17111
C 2.69786 0.79568 -0.81174
H 3.34253 1.19231 -1.60663
H 2.29566 1.62853 -0.21794
H 3.28716 0.14613 -0.15358
C 1.00317 0.60814 -3.14464
H 0.38161 1.50080 -3.01024
H 1.94876 0.88993 -3.61880
H 0.47166 -0.10023 -3.78650
C 0.00984 -1.21437 1.29168
O 0.20556 -1.83136 2.27004
H 0.36183 -5.07371 -0.10929
C 1.94731 7.72578 1.59360
C 1.11512 6.52657 1.24995
C -0.06764 6.66948 0.51135
C -0.84820 5.56022 0.18604
C -0.45021 4.27577 0.58917
C 0.71879 4.12520 1.34764
C 1.49587 5.23998 1.65897
S -1.44969 2.83651 0.19406
O -1.51566 2.01941 1.41400
O -2.68173 3.33544 -0.37521
O -0.58791 2.06841 -0.84061
H 1.87720 8.48195 0.81021
H 1.62057 8.19676 2.52568
H 2.99589 7.45343 1.71849
H -0.37253 7.67250 0.19014
H -1.76858 5.68180 -0.38287
H 1.00793 3.13010 1.68819
H 2.42048 5.11717 2.23564
*
```

Results
**Lowest unoccupied orbital energy (spin up / spin down)**: -6.5 / -10.6 eV


Record 6
Formula: C27H32AuNO3Se2
Source: the Open Molecules 2025 dataset
Level of theory: ωB97M-V/def2-TZVPD

```
! wB97M-V def2-TZVPD RIJCOSX def2/J DEFGRID3
* xyz 0 1
Au -0.69853 0.16011 0.17575
O -0.88694 -0.37429 2.65529
C -1.17406 -1.63884 3.26551
C -2.66803 -1.90435 3.40634
C -3.41000 -1.71875 2.07561
C -2.93259 -2.68627 1.03112
C -3.50504 -3.94854 0.89535
C -3.03298 -4.80901 -0.07953
C -1.99964 -4.38588 -0.89962
C -1.47762 -3.12071 -0.69119
N -1.91496 -2.29207 0.25356
H -1.46610 0.30420 3.02615
H -0.68110 -1.69714 4.24010
H -0.71288 -2.38179 2.61588
H -3.10129 -1.24480 4.16429
H -2.79083 -2.92449 3.78244
H -3.23742 -0.70883 1.70349
H -4.48663 -1.82404 2.21901
H -4.32394 -4.23283 1.54432
H -3.47121 -5.79102 -0.20679
H -1.60141 -5.01460 -1.68425
H -0.67769 -2.74036 -1.31555
O -2.86988 5.27431 -2.06748
C -2.79260 3.96154 -2.62565
C -2.07157 3.01191 -1.65752
C -0.63127 3.50283 -1.44340
O -0.55519 4.72659 -0.73118
C -2.13307 1.63600 -2.37914
Se -0.68897 0.33969 -2.17952
C -2.89283 2.95833 -0.36463
Se -2.22939 1.88294 1.12824
H -3.33987 5.84550 -2.67990
H -2.23530 3.99094 -3.56992
H -3.80027 3.57862 -2.82759
H -0.13422 3.57888 -2.42297
H -0.07955 2.77653 -0.85589
H -1.16848 5.34890 -1.14090
H -2.09611 1.79013 -3.46408
H -3.09060 1.16502 -2.15740
H -3.87344 2.54255 -0.60488
H -3.04701 3.96189 0.02137
C 5.86959 -0.10775 2.72241
C 5.60484 -0.65390 1.47527
C 4.32061 -0.64247 0.95412
C 3.26803 -0.07546 1.67843
C 3.54709 0.45363 2.94195
C 4.83265 0.44451 3.45832
C 1.86086 0.00100 1.22171
C 1.35872 -0.13451 -0.00715
C 2.13672 -0.32711 -1.24060
C 2.13782 -1.55745 -1.89621
C 2.87915 -1.73384 -3.05610
C 3.61553 -0.68107 -3.57757
C 3.61385 0.54875 -2.93049
C 2.88355 0.72671 -1.76816
H 6.87610 -0.12017 3.12131
H 6.40747 -1.09692 0.89854
H 4.14352 -1.08542 -0.01190
H 2.73747 0.88429 3.52020
H 5.02201 0.87147 4.43521
H 1.16797 0.21532 2.03095
H 1.55428 -2.37453 -1.48809
H 2.88398 -2.69632 -3.55256
H 4.18730 -0.81584 -4.48713
H 4.18609 1.37412 -3.33549
H 2.88534 1.68415 -1.26179
*
```

Results
**Lowest unoccupied orbital energy**: -0.8 eV


Number 1: DFT total energy -4511.615224 hartree. Number 2: DFT total energy -1721.301310 hartree. Number 3: DFT total energy -1587.747869 hartree. Number 4: DFT total energy -1757.638988 hartree. Number 5: DFT total energy -2578.222636 hartree. Number 6: DFT total energy -6267.010966 hartree.